Below is a gas-phase ion, C3H7ClN (charge -1), with properties calculated with wB97M-V/def2-TZVPD.

XYZ file:
```
12
Properties=species:S:1:pos:R:3:forces:R:3
C -0.82945 0.16500 -1.27186 0.190 0.224 0.365
C -0.52599 -0.44437 0.09678 0.254 -0.158 -0.375
C 0.94867 -0.20705 0.53174 -0.413 0.324 0.520
N 1.18628 -0.16792 1.95305 0.372 -0.569 -0.199
Cl 0.88181 1.51775 2.46516 -0.210 0.149 0.025
H -0.41652 1.17477 -1.28642 -0.058 0.155 -0.079
H -0.31993 -0.38596 -2.06097 -0.085 -0.093 -0.195
H -1.89449 0.24595 -1.48706 -0.096 -0.184 -0.138
H -1.19826 -0.06896 0.86345 0.027 0.236 0.115
H -0.66644 -1.52591 0.05075 -0.231 -0.119 0.096
H 1.29578 0.71918 0.05468 0.074 0.150 -0.307
H 1.53853 -1.02248 0.09071 0.175 -0.115 0.173
```
Positions in Å, forces in eV/Å.

As for the maximum force: 0.739 eV Å⁻¹. Its energy above the lowest of the compared OMol25 structures with the same formula, charge and spin is 0.082 eV. Its net charge is -1. As for the multiplicity: 1. Its LUMO energy is 4.23 eV. The calculation puts the total energy at -633.4041 Eh. The HOMO-LUMO gap comes out at 5.8 eV.

***

Below is a single C3H7ClN2 molecule in a non-equilibrium geometry, with properties calculated with wB97M-V/def2-TZVPD.

XYZ file:
```
13
Properties=species:S:1:pos:R:3:forces:R:3
C 1.31891 2.22780 1.68913 -0.210 -2.227 -2.391
N 0.51413 1.22014 1.82336 0.331 1.041 -0.853
N 0.48934 0.19648 0.88432 1.927 1.654 -0.249
C -0.78421 -0.39534 0.62144 -1.123 -0.261 1.179
C -0.54172 -1.48944 -0.35587 2.990 2.538 -1.293
Cl -0.46836 -0.77266 -2.06526 0.114 -0.106 0.395
H 1.20540 3.05111 2.33282 0.064 0.606 1.092
H 2.03564 2.36373 0.79709 -1.035 -0.411 1.237
H 1.02630 0.37715 0.01781 -0.374 0.275 0.601
H -1.61821 0.29280 0.37234 0.539 -0.245 -0.097
H -1.01346 -0.88253 1.56107 -0.661 -0.166 0.348
H 0.50480 -1.76233 -0.13834 -0.602 -0.640 -0.336
H -1.16049 -2.27918 -0.51539 -1.960 -2.058 0.366
```
Positions in Å, forces in eV/Å.

As for the maximum force: 4.129 eV Å⁻¹. Its energy above the lowest of the compared OMol25 structures with the same formula, charge and spin is 2.096 eV. As for the multiplicity: 1. Its LUMO energy is 1.06 eV. The calculation puts the total energy at -688.1398 Eh. The HOMO-LUMO gap comes out at 10.0 eV. The structure (SMILES) is C=NNCCCl.

***

Below is a single C3H7ClN2 molecule, with properties calculated with wB97M-V/def2-TZVPD.

XYZ file:
```
13
Properties=species:S:1:pos:R:3:forces:R:3
C 1.49608 -1.67688 -0.23562 -0.096 0.587 0.192
C 0.81960 -0.37347 0.08576 0.043 0.211 0.279
C -0.49179 -0.40373 0.83789 0.020 0.376 0.002
Cl -1.89040 -0.07150 -0.28774 0.210 -0.165 0.196
N 1.44535 0.70475 -0.20859 -0.491 -0.807 0.022
N 0.85575 1.89975 0.09661 0.319 0.020 0.369
H 1.69200 -2.20698 0.69847 -0.036 -0.260 -0.123
H 0.89073 -2.28758 -0.91013 0.089 -0.045 0.121
H 2.43995 -1.40679 -0.69740 0.115 -0.282 -0.149
H -0.65954 -1.38032 1.31166 -0.051 0.378 -0.281
H -0.55293 0.40168 1.59296 0.193 -0.452 -0.345
H -0.12842 1.98132 -0.10209 -0.256 -0.071 -0.136
H 1.40390 2.60714 -0.34630 -0.059 0.509 -0.148
```
Positions in Å, forces in eV/Å.

As for the maximum force: 0.945 eV Å⁻¹. Its energy above the lowest of the compared OMol25 structures with the same formula, charge and spin is 1.042 eV. As for the multiplicity: 1. Its LUMO energy is 0.94 eV. The calculation puts the total energy at -688.1785 Eh. The HOMO-LUMO gap comes out at 9.8 eV. The structure (SMILES) is C/C(CCl)=N/N.

***

Below is 2 unconnected molecules or ions with the total composition C3H7ClN2O in a non-equilibrium geometry, with properties calculated with wB97M-V/def2-TZVPD.

XYZ file:
```
14
Properties=species:S:1:pos:R:3:forces:R:3
H 0.18590 -1.69805 -2.43333 0.107 0.475 0.564
N 0.51485 -0.83904 -1.97421 1.377 -0.864 -0.939
C -0.38730 -0.25378 -1.34658 -0.733 -1.347 -1.198
O -0.18646 0.91803 -0.84276 1.352 2.000 0.686
C -1.16743 1.58238 -0.08532 -0.504 -1.368 2.607
H -1.35859 -0.68558 -1.30824 -1.328 0.036 0.535
H -0.98098 2.66155 -0.15520 -0.568 -0.428 -0.453
H -1.03867 1.30577 1.05391 -0.188 0.442 -2.153
H -2.14157 1.14044 -0.39962 0.264 1.166 0.219
H 0.47801 -1.28889 2.66804 -0.187 0.721 -0.443
N 0.41617 -0.53780 1.94717 0.929 -1.197 0.158
C 1.40959 -0.60925 1.17594 -0.170 0.147 0.376
Cl 2.76843 -1.78697 1.36597 -0.863 0.784 -0.237
H 1.48804 0.09119 0.33424 0.512 -0.567 0.276
```
Positions in Å, forces in eV/Å.

As for the maximum force: 2.987 eV Å⁻¹. Its energy above the lowest of the compared OMol25 structures with the same formula, charge and spin is 1.174 eV. As for the multiplicity: 1. Its LUMO energy is 0.98 eV. The calculation puts the total energy at -763.3942 Eh. The HOMO-LUMO gap comes out at 11.0 eV. The structure (SMILES) is [H]/N=C/OC.[H]/N=C\Cl.

***

Below is 2 unconnected molecules or ions with the total composition C3H7ClN2Si in a non-equilibrium geometry, with properties calculated with wB97M-V/def2-TZVPD.

XYZ file:
```
14
Properties=species:S:1:pos:R:3:forces:R:3
C -3.76164 -0.66865 -0.08479 0.160 0.153 0.058
C 0.24259 1.25450 1.07553 -1.490 -1.249 -3.100
C -0.06782 -1.48519 -1.36274 3.456 -0.707 -1.721
N -4.89619 -0.52928 -0.24100 -0.682 0.038 -0.106
N -0.04988 -0.13486 1.40725 0.642 -0.543 -1.272
Si -0.64246 -1.38150 0.36806 -1.338 1.626 -0.060
Cl -0.49915 -3.06982 1.40155 0.479 -1.647 0.812
H 1.14190 1.48924 1.46025 3.195 1.056 1.348
H 0.27546 1.58778 -0.02923 -0.394 -1.099 1.587
H -0.51120 1.73838 1.58054 -1.518 2.170 0.752
H -0.66972 -2.02579 -2.06200 -0.921 -1.439 0.384
H -0.12190 -0.61432 -2.02651 0.666 0.817 0.907
H 1.01888 -1.99572 -1.49350 -2.195 1.311 0.309
H -0.21866 -0.18753 2.39649 -0.060 -0.488 0.103
```
Positions in Å, forces in eV/Å.

As for the maximum force: 3.925 eV Å⁻¹. Its energy above the lowest of the compared OMol25 structures with the same formula, charge and spin is 0.727 eV. As for the multiplicity: 3. Its LUMO energy (spin up / spin down) is 0.79 / -4.24 eV. The calculation puts the total energy at -977.5390 Eh. The HOMO-LUMO gap (spin up / spin down) comes out at 7.1 / 5.5 eV.

***

Below is a gas-phase ion, C3H7ClN5 (charge +1) in a non-equilibrium geometry, with properties calculated with wB97M-V/def2-TZVPD.

XYZ file:
```
16
Properties=species:S:1:pos:R:3:forces:R:3
H -1.12860 -1.41279 -2.58966 -0.350 0.352 -0.106
N -0.64809 -1.34780 -1.69883 -0.472 -0.349 -0.560
C -1.27875 -1.93978 -0.77571 1.062 0.861 -0.134
N -0.52252 -2.18472 0.37818 -0.148 -0.529 1.639
C 0.31081 -1.51015 1.01765 -2.036 1.887 -3.508
N 0.64399 -0.07237 0.62652 -1.195 -1.004 1.356
N 0.21068 1.01561 1.38916 -1.206 0.235 -1.764
C 1.24949 0.16345 -0.49049 2.321 0.106 -1.716
N 1.43224 1.36411 -1.01163 -0.188 0.171 0.942
Cl 2.17860 -1.07498 -1.23180 -0.178 0.117 0.283
H -2.30379 -2.31471 -0.84065 0.359 -0.230 0.380
H 0.89907 -1.79152 1.79899 1.275 -1.220 2.241
H 0.68681 1.11513 2.25359 0.071 -0.111 0.842
H -0.81205 1.17781 1.33079 1.145 -0.339 0.495
H 2.21866 1.51506 -1.63566 -0.373 -0.109 0.031
H 1.16553 2.10903 -0.37042 -0.088 0.162 -0.421
```
Positions in Å, forces in eV/Å.

As for the maximum force: 4.473 eV Å⁻¹. Its energy above the lowest of the compared OMol25 structures with the same formula, charge and spin is 2.035 eV. Its net charge is +1. As for the multiplicity: 1. Its LUMO energy is -3.86 eV. The calculation puts the total energy at -852.1687 Eh. The HOMO-LUMO gap comes out at 10.4 eV. The structure (SMILES) is [H]/N=C/N=C\N(N)C(=[NH2+])Cl.

***

Among the records above, which one has the highest multiplicity? C3H7ClN2Si

***

Which formula does entry 4 have? C3H7ClN2O